[1]
Entry from the Open Molecules 2025 dataset: an isolated ion of composition C4H6NO3 and charge -1 in a non-equilibrium geometry (the ωB97M-V functional and the def2-TZVPD basis).

ORCA input file:
```
! RIJCOSX wB97M-V def2-TZVPD def2/J DEFGRID3
* xyz -1 1
O 0.89 -1.39 -1.23
O 0.61 -0.03 -3.06
O -0.40 0.96 3.37
N -0.71 0.18 -1.18
C -0.86 -0.11 0.20
C 0.42 -0.50 -1.94
C 0.01 0.20 2.51
C 0.21 0.63 1.11
H -1.82 0.22 0.59
H 0.22 -0.83 2.81
H 1.17 0.34 0.67
H 0.01 1.70 1.00
H -1.20 0.97 -1.54
H -0.71 -1.17 0.37
*
```

Calculated values
Frontier orbital gap, eV: 8.14
Relative energy (zero: lowest compared OMol25 entry of this formula, charge and spin), kJ/mol: 103.85
HOMO level, eV: -4.35
SMILES: O=CCCNC(=O)[O-]
Calculated total energy, eV: -11879.3927

=====

[2]
Entry from the Open Molecules 2025 dataset: C4H6NO3 as an isolated structure in a non-equilibrium geometry (the ωB97M-V functional and the def2-TZVPD basis).

ORCA input file:
```
! RIJCOSX wB97M-V def2-TZVPD def2/J DEFGRID3
* xyz 0 2
O 3.48 -0.14 1.15
O 2.65 -1.64 -0.20
O -0.13 0.54 -1.70
N 1.56 0.37 0.04
C 0.22 0.36 -0.54
C -0.76 0.24 0.50
C -2.20 -0.05 -0.18
C 2.59 -0.54 0.34
H -2.11 -0.38 -1.21
H -2.70 0.87 -0.41
H -2.77 -0.77 0.39
H -0.36 -0.89 -0.19
H 1.74 0.97 0.87
H -1.22 1.05 1.14
*
```

Calculated values
Frontier orbital gap (spin up / spin down), eV: 9.18 / 6.24
Relative energy (zero: lowest compared OMol25 entry of this formula, charge and spin), kJ/mol: 545.10
HOMO level (spin up / spin down), eV: -9.98 / -9.96
⟨S²⟩: 0.759
Calculated total energy, eV: -11870.8262